# 1
{
  "formula": "C12H17N2",
  "method": "the ωB97M-V functional and the def2-TZVPD basis",
  "charge": 1,
  "lumo_ev": [-3.83, -3.34],
  "e_homo_ev": [-11.778, -10.973],
  "de_lowest_kcal_mol": 80.9,
  "symbols": ["C", "C", "C", "C", "C", "C", "C", "C", "C", "C", "C", "C", "N", "N", "H", "H", "H", "H", "H", "H", "H", "H", "H", "H", "H", "H", "H", "H", "H", "H", "H"],
  "positions_angstrom": [[3.6809, -0.1196, 0.1569], [3.0490, 0.7813, -0.6843], [2.9215, -0.9945, 0.9177], [1.6707, 0.8168, -0.7593], [1.5429, -0.9774, 0.8398], [0.8937, -0.0659, -0.0012], [-2.5825, -0.4712, 0.7932], [-2.5551, 0.8653, 0.7204], [-0.5590, -0.0016, -0.0517], [-1.1904, -0.0132, -2.5732], [-1.2732, -2.3843, -0.0131], [-0.5197, 2.0211, 1.3958], [-1.3860, -1.0154, 0.4258], [-1.2168, 1.2879, 0.3048], [4.7569, -0.1397, 0.2200], [3.6355, 1.4593, -1.2844], [3.4054, -1.6908, 1.5848], [1.1916, 1.5217, -1.4239], [0.9695, -1.6428, 1.4663], [-3.4056, -1.0938, 1.0879], [-3.2895, 1.5970, 0.9821], [-0.2753, 0.3679, -2.9783], [-2.0309, 0.6499, -2.5132], [-1.3911, -1.0515, -2.7354], [-0.2419, -2.6030, -0.2764], [-1.5943, -3.0524, 0.7860], [-1.9031, -2.5564, -0.8889], [-0.4125, 1.3604, 2.2537], [0.4682, 2.3374, 1.0667], [-1.1052, 2.8906, 1.6853], [-1.2540, 1.9172, -0.5039]]
}

# 2
{
  "formula": "C12H17N2O",
  "method": "the ωB97M-V functional and the def2-TZVPD basis",
  "charge": 1,
  "lumo_ev": -2.88,
  "smiles": "CC(C)[C@@H]1NC(=[NH2+])O[C@H]1c1ccccc1",
  "e_homo_ev": -12.453,
  "de_lowest_kcal_mol": 44.2,
  "symbols": ["C", "C", "C", "C", "N", "C", "N", "O", "C", "C", "C", "C", "C", "C", "C", "H", "H", "H", "H", "H", "H", "H", "H", "H", "H", "H", "H", "H", "H", "H", "H", "H"],
  "positions_angstrom": [[1.7737, 2.5352, 0.3412], [1.0641, 1.2892, 0.8907], [0.1477, 1.6273, 2.0882], [0.2810, 0.5449, -0.2472], [-0.6615, 1.4086, -0.9379], [-1.8958, 0.9307, -0.8557], [-3.0234, 1.5464, -1.2934], [-1.9954, -0.1408, -0.1837], [-0.6115, -0.5671, 0.2308], [-0.3555, -1.9440, -0.3040], [0.2489, -2.1903, -1.5453], [0.4354, -3.5498, -1.9163], [0.1460, -4.6199, -1.1025], [-0.5341, -4.3247, 0.0524], [-0.8915, -3.0259, 0.3500], [1.1061, 3.4001, 0.5264], [2.1005, 2.3460, -0.6259], [2.6818, 2.7607, 1.0980], [1.9168, 0.6122, 1.0818], [-0.7672, 2.1289, 1.7230], [0.6053, 2.2498, 2.8435], [-0.0045, 0.8265, 2.7563], [1.0041, 0.0315, -0.9297], [-0.6540, 2.3654, -1.3725], [-2.8799, 2.2910, -1.9469], [-3.8991, 1.1281, -1.2316], [-0.4942, -0.4820, 1.3267], [0.8408, -1.4767, -2.0425], [0.9416, -3.7887, -2.9522], [0.5065, -5.5767, -1.2761], [-1.0646, -5.1012, 0.6744], [-1.5130, -2.7594, 1.2084]]
}

# 3
{
  "formula": "C12H17N2O7SW",
  "method": "the ωB97M-V functional and the def2-TZVPD basis",
  "charge": 3,
  "lumo_ev": -13.84,
  "e_homo_ev": -18.861,
  "de_lowest_kcal_mol": 43.2,
  "symbols": ["W", "N", "C", "C", "O", "N", "C", "C", "O", "O", "H", "H", "H", "H", "H", "H", "C", "O", "H", "H", "H", "H", "C", "C", "C", "C", "C", "C", "C", "S", "O", "O", "O", "H", "H", "H", "H", "H", "H", "H"],
  "positions_angstrom": [[0.0034, -1.9205, 0.4402], [0.5683, -1.7182, 2.5481], [-0.4057, -0.7823, 3.1990], [-1.7655, -1.2815, 2.7693], [-2.7252, -1.4695, 3.4102], [-1.7105, -1.6801, 1.3021], [-2.6436, -2.8374, 1.0122], [-1.4572, -3.6154, 0.4462], [-1.0762, -3.1206, -0.7113], [-0.4713, -3.9434, 1.1715], [0.5524, -2.6223, 3.0315], [1.5154, -1.3428, 2.6416], [-0.2367, 0.2294, 2.8257], [-0.3022, -0.7923, 4.2828], [-3.3749, -2.5879, 0.2476], [-3.0865, -3.2303, 1.9229], [3.2473, -2.6952, 0.1051], [1.7576, -2.9501, 0.0405], [3.6535, -2.9914, -0.8576], [3.6356, -3.2981, 0.9204], [3.3684, -1.6314, 0.2657], [1.6070, -3.8955, -0.1454], [-1.0796, 5.4516, -2.4517], [-0.5493, 4.1225, -2.0580], [-1.4157, 3.1082, -1.5938], [-0.9387, 1.8710, -1.2617], [0.4491, 1.6301, -1.3951], [1.3452, 2.6276, -1.8508], [0.8294, 3.8529, -2.1719], [1.0776, 0.1292, -1.0745], [2.3716, -0.1712, -1.5421], [1.0494, -0.3068, 0.5259], [-0.0010, -0.9787, -1.3147], [-2.1136, 5.5934, -2.1495], [-1.0224, 5.5482, -3.5415], [-0.4632, 6.2533, -2.0419], [-2.4753, 3.3127, -1.5177], [-1.6113, 1.0864, -0.9392], [2.4018, 2.4181, -1.9572], [1.4927, 4.6284, -2.5328]]
}

The records above yield E_tot values of -576.59988; -651.95080; -1567.80614 a.u., respectively.
The records above yield M values of 189.3; 205.3; 517.2 g mol⁻¹, respectively.